[1]
DFT (ωB97M-V/def2-TZVPD) results for C2H7S2 as an isolated structure.

Geometry as ORCA input:
```
! RIJCOSX wB97M-V def2-TZVPD def2/J DEFGRID3
* xyz -1 1
S 1.2543 -2.1023 0.8531
H 0.2506 -2.3228 1.7352
C -1.4575 2.2497 0.0677
C -1.4414 0.8123 -0.2486
S 0.2697 0.5888 -0.9064
H -0.6236 2.5761 0.6419
H -2.1655 2.7391 0.7610
H -1.3897 2.9088 -0.7974
H -1.6121 0.1281 0.6064
H -2.1680 0.3888 -1.0256
H 0.7178 -0.5739 0.0169
*
```

Frontier orbital gap ... 7.0 eV
HOMO energy ... -0.117 Eh

=====

[2]
DFT (ωB97M-V/def2-TZVPD) results for BrZn as an isolated structure.

Geometry as ORCA input:
```
! RIJCOSX wB97M-V def2-TZVPD def2/J DEFGRID3
* xyz 1 1
Zn -5.1699 -21.7740 -4.8455
Br -6.4036 -22.9260 -6.9698
*
```

Frontier orbital gap ... 6.3 eV
HOMO energy ... -0.580 Eh

=====

[3]
DFT (ωB97M-V/def2-TZVPD) results for C28H22N8O3Os as an isolated structure.

Geometry as ORCA input:
```
! RIJCOSX wB97M-V def2-TZVPD def2/J DEFGRID3
* xyz 2 1
Os -0.3858 -0.7630 -0.0992
C 3.4585 -0.3779 1.8598
C 2.0412 -0.5849 1.4677
N 1.4930 -0.1475 0.3811
N 2.1619 0.6557 -0.4913
C 1.3774 0.8826 -1.4962
O 0.1395 0.3651 -1.5198
C 1.7985 1.7536 -2.5893
C 0.8361 2.3384 -3.4148
C 1.2339 3.1531 -4.4597
C 2.5866 3.3562 -4.6982
C 3.5443 2.7830 -3.8707
C 3.1551 1.9888 -2.8073
C 1.0492 -1.2536 2.3016
C 1.3386 -2.0351 3.4005
C 0.2926 -2.5667 4.1433
C -1.0160 -2.2874 3.7756
C -1.2432 -1.5347 2.6479
N -0.2398 -1.0236 1.9102
H 3.9186 0.3722 1.2257
H 4.0154 -1.3105 1.7309
H 3.5320 -0.0843 2.9066
H -0.2137 2.1548 -3.2288
H 0.4947 3.6334 -5.0858
H 2.8971 3.9682 -5.5347
H 4.5947 2.9622 -4.0530
H 3.8921 1.5331 -2.1615
H 2.3685 -2.2323 3.6628
H 0.4988 -3.1873 5.0051
H -1.8547 -2.6555 4.3477
H -2.2463 -1.3134 2.3108
N -3.5053 1.9593 0.3496
C -2.5828 2.8671 0.8157
C -1.3767 2.2371 0.7917
N -1.5573 0.9633 0.3175
C -2.8514 0.8232 0.0606
C -3.2674 -0.4483 -0.4745
N -2.3015 -1.3387 -0.7004
C -2.9089 -2.4797 -1.1770
C -4.2456 -2.2607 -1.2405
N -4.4563 -0.9715 -0.7904
H -4.4937 2.1345 0.2608
H -2.8571 3.8654 1.1072
H -0.4100 2.6154 1.0760
H -2.3522 -3.3610 -1.4384
H -5.0528 -2.8959 -1.5590
H -5.3561 -0.5218 -0.7299
O -1.0497 -3.7972 0.8566
C -0.0311 -3.7522 0.1963
N 0.4448 -2.5829 -0.4074
C 1.6907 -2.8401 -1.0397
O 2.3518 -1.9956 -1.5844
C 1.9721 -4.2890 -0.8513
C 3.0502 -5.0451 -1.2600
C 3.0543 -6.3905 -0.8994
C 2.0192 -6.9386 -0.1450
C 0.9423 -6.1623 0.2744
C 0.9390 -4.8348 -0.1029
H 3.8598 -4.6049 -1.8265
H 3.8757 -7.0218 -1.2102
H 2.0564 -7.9861 0.1217
H 0.1466 -6.5801 0.8767
*
```

Frontier orbital gap (alpha / beta) ... 6.0 / 6.0 eV
HOMO energy (alpha / beta) ... -0.504 / -0.504 Eh

=====

[4]
DFT (ωB97M-V/def2-TZVPD) results for C10H20N4O4 as an isolated structure.

Geometry as ORCA input:
```
! RIJCOSX wB97M-V def2-TZVPD def2/J DEFGRID3
* xyz 0 1
C 0.9221 -0.7309 1.4094
C 0.1850 0.0255 0.3676
C 2.3935 -0.3603 1.1744
C 2.6744 -0.7308 -0.3543
C 4.1577 -0.6518 -0.9747
C 4.9682 0.4610 -0.3647
C -1.7614 0.5580 -0.6548
C -2.2293 1.5068 0.4126
C -3.0184 0.1416 -1.5600
C -3.7808 -0.8969 -0.6826
H 0.7735 -2.5398 0.1482
H 0.7796 -2.9434 1.6875
H 0.7763 -0.4289 2.4011
H 2.4654 0.8827 1.2803
H 3.3484 -0.7337 1.9213
H 2.3714 -1.6658 -0.6527
H 2.0976 0.1043 -0.8142
H 4.2179 -0.6818 -2.0646
H 4.6320 -1.3995 -0.2477
H 4.4506 1.3430 -0.9041
H 5.0182 0.7665 0.6740
H 6.8272 1.2353 -1.7028
H 7.0063 -0.2349 -0.4612
H -1.2427 -1.3001 0.3534
H -1.1626 1.2586 -1.4323
H -3.7100 0.9652 -1.7255
H -2.7669 -0.5984 -2.4168
H -3.1168 -0.2709 1.2089
H -4.4888 -1.5189 1.1947
H -2.5029 3.6096 0.1954
N 0.5863 -2.0816 1.0551
N 6.4788 0.5945 -0.6242
N -0.9191 -0.5116 -0.2469
N -3.7544 -0.8921 0.7143
O 0.4476 1.1756 0.2399
O -2.3344 1.3970 1.6436
O -4.5574 -1.6636 -1.3137
O -2.2534 2.6476 -0.2659
*
```

Frontier orbital gap ... 9.3 eV
HOMO energy ... -0.327 Eh

=====

[5]
DFT (ωB97M-V/def2-TZVPD) results for C36H46F4IrN3O2Si4 as an isolated structure.

Geometry as ORCA input:
```
! RIJCOSX wB97M-V def2-TZVPD def2/J DEFGRID3
* xyz 1 2
Ir 0.0832 0.3593 0.2209
C -3.1376 -2.3656 2.0375
Si -3.2800 -1.8487 0.2407
C -4.1798 -3.1672 -0.7199
C -4.1106 -0.1863 0.0262
Si -0.9992 -1.5055 -0.5149
Si -1.4228 -1.7240 -3.0547
C -2.1386 -3.3195 -3.6626
C -2.5449 -0.2791 -3.3597
C 0.3154 -1.5026 -3.6847
Si 0.1710 -3.6002 -0.1348
C -0.7714 -5.1055 -0.6900
C 0.3505 -3.5168 1.7258
C 1.8237 -3.5187 -1.0077
H -3.9969 -1.9962 2.6061
H -2.2380 -1.9792 2.5098
H -3.1272 -3.4544 2.1287
H -5.1652 -3.3131 -0.2676
H -3.6614 -4.1267 -0.6965
H -4.3349 -2.8862 -1.7610
H -5.1049 -0.1689 0.4851
H -4.2323 0.0553 -1.0326
H -3.5154 0.5980 0.4913
H -3.1625 -3.4834 -3.3351
H -1.5451 -4.1821 -3.3676
H -2.1391 -3.2775 -4.7570
H -3.5928 -0.5811 -3.4074
H -2.2774 0.1991 -4.3084
H -2.4423 0.4742 -2.5845
H 0.8417 -2.4557 -3.7423
H 0.8859 -0.8249 -3.0553
H 0.2843 -1.0667 -4.6893
H -1.7687 -5.1553 -0.2508
H -0.2273 -6.0003 -0.3737
H -0.8707 -5.1486 -1.7727
H -0.5903 -3.7548 2.2256
H 0.6563 -2.5171 2.0446
H 1.1006 -4.2327 2.0778
H 1.7223 -3.7490 -2.0695
H 2.5308 -4.2394 -0.5841
H 2.2660 -2.5327 -0.9218
O -1.6388 1.6394 0.6440
C -1.5005 2.2365 -0.4680
N -2.1049 3.3080 -0.9760
C -1.7003 3.4917 -2.3808
C -0.6313 2.3496 -2.5157
O 0.0281 2.0961 -3.4939
N -0.6208 1.6808 -1.3277
C -1.1409 4.8854 -2.6077
C 0.2239 5.1344 -2.6668
C 0.6895 6.4335 -2.8257
C -0.2043 7.4891 -2.9156
C -1.5703 7.2452 -2.8515
C -2.0356 5.9490 -2.7010
C -2.8293 3.1486 -3.3504
C -2.5802 3.2548 -4.7168
C -3.5608 2.9112 -5.6314
C -4.8038 2.4679 -5.1929
C -5.0552 2.3639 -3.8347
C -4.0676 2.6979 -2.9138
H -2.7229 3.9185 -0.4676
H 0.9318 4.3176 -2.6069
H 1.7542 6.6174 -2.8810
H 0.1604 8.5003 -3.0385
H -2.2741 8.0638 -2.9243
H -3.1030 5.7591 -2.6671
H -1.6103 3.5970 -5.0563
H -3.3580 2.9933 -6.6913
H -5.5719 2.2049 -5.9085
H -6.0222 2.0275 -3.4828
H -4.2744 2.5999 -1.8557
F 5.9318 -1.4010 -2.8988
C 5.9702 -0.5055 -1.9026
F 6.4583 0.6367 -2.3974
F 6.8159 -0.9566 -0.9733
C 4.5791 -0.3037 -1.3427
C 4.2036 -0.8775 -0.1431
C 2.8929 -0.7397 0.2722
N 1.9794 -0.0771 -0.4487
C 2.3521 0.4956 -1.6055
C 3.6461 0.4049 -2.0787
H 4.9121 -1.4284 0.4588
H 2.5475 -1.1817 1.1932
H 1.5887 1.0156 -2.1687
H 3.9134 0.8802 -3.0124
F 0.5887 -0.1871 6.3371
C 0.4985 -0.0629 5.0039
C 1.6508 0.1042 4.2670
C 1.5405 0.2131 2.8846
C 0.3021 0.1322 2.2380
C -0.8397 0.0102 3.0342
C -0.7510 -0.0886 4.4135
H 2.6091 0.1517 4.7672
H 2.4475 0.3925 2.3256
H -1.8209 0.0278 2.5817
H -1.6350 -0.1750 5.0322
*
```

Frontier orbital gap (alpha / beta) ... 6.9 / 5.3 eV
<S²> ... 0.76
HOMO energy (alpha / beta) ... -0.388 / -0.392 Eh

=====

[6]
DFT (ωB97M-V/def2-TZVPD) results for a single C6H13NO2 molecule.

Geometry as ORCA input:
```
! RIJCOSX wB97M-V def2-TZVPD def2/J DEFGRID3
* xyz 0 1
C -0.0776 2.0048 -0.5965
C -1.1313 0.9541 0.0715
C -0.5048 -0.4145 -0.6232
C -1.6664 -1.4936 -0.4085
C 0.5027 -0.7655 0.5947
N 0.3498 -0.3600 1.8497
C 1.8958 -0.3965 -0.0213
O 2.6966 0.2247 0.5643
O 2.2577 -0.8117 -1.3214
H 0.0710 1.8688 -1.7183
H 0.8172 1.5749 -0.1563
H -0.3190 3.0475 0.0234
H -0.8615 1.0509 1.2514
H -2.3157 1.1520 -0.2353
H -0.0361 -0.3557 -1.5808
H -2.7502 -1.2531 -0.9811
H -1.5209 -2.6466 -0.6313
H -2.0029 -1.6787 0.6446
H 0.6400 -1.8888 0.5037
H 1.0736 -0.4965 2.5371
H -0.0688 0.7563 1.6984
H 2.9510 -0.0728 -1.4650
*
```

Frontier orbital gap ... 10.0 eV
Structure (SMILES) ... CC[C@H](C)[C@H](N)C(=O)O
HOMO energy ... -0.336 Eh

=====

Calculated relative energy (zero: lowest compared OMol25 entry of this formula, charge and spin) (kcal per mole), listed in the same order as above: 18.0; 25.4; 9.5; 156.9; 11.4; 138.3